--- one ---
This record from OMol25 describes a cluster of 2 separate species, H6NO in total. The level of theory is ωB97M-V/def2-TZVPD.

Each line ends with the Löwdin charge.
Atoms and positions in Å:
N 0.19971 -1.13964 -0.08904  0.30
H -0.02460 -1.28655 0.89916  0.16
H 0.15341 -0.11198 -0.28798  0.09
H 1.12818 -1.52259 -0.27029  0.16
H -0.49326 -1.62720 -0.66520  0.16
H -0.91943 1.83864 0.65858  0.08
H 0.13638 2.31146 -0.36288  0.08
O -0.18039 1.53786 0.11764  -0.03

Properties
HOMO-LUMO gap = 13.0 eV
total charge = +1
lowest unoccupied orbital energy = -4.036 eV



--- two ---
This record from OMol25 describes a cluster of 2 separate species, H6NO in total. The level of theory is ωB97M-V/def2-TZVPD.

Each line ends with the Löwdin charge.
Atoms and positions in Å:
O 1.23189 -1.25823 -0.18654  -0.07
H 1.42391 -1.98952 -0.81630  0.09
H 1.96806 -0.61855 -0.31733  0.08
N -0.92467 0.77318 0.26390  0.30
H -0.16407 0.07516 0.15572  0.09
H -1.52056 0.77084 -0.58601  0.17
H -0.51255 1.71681 0.39493  0.17
H -1.50201 0.53032 1.09163  0.17

Properties
HOMO-LUMO gap = 12.3 eV
total charge = +1
lowest unoccupied orbital energy = -4.249 eV



The energy of each structure relative to the most stable one, in kcal/mol, is as follows: one 0.0; two 4.1.



--- one ---
This record from OMol25 describes a structure of composition C35H43IN7O4PS3Ti. The level of theory is ωB97M-V/def2-TZVPD.

Each line ends with the Löwdin charge.
Atoms and positions in Å:
Ti 0.85689 0.23581 -0.06202  1.00
N -0.08756 -0.92408 3.11448  0.08
C 1.30272 -0.57678 3.34736  -0.32
C 1.65126 -0.29813 4.82374  -0.14
C 3.13887 -0.33864 5.20462  -0.17
C 3.86500 -1.62756 4.77838  -0.17
N 4.23375 -1.57329 3.36964  0.08
C 4.32427 -2.62758 2.56104  -0.52
N 4.35261 -2.45297 1.24652  0.04
N 4.41333 -3.87331 3.04606  0.16
C 1.71119 0.58740 2.43185  -0.60
O 2.88468 0.97981 2.43531  0.01
O 0.79341 1.14561 1.72214  -0.16
H -0.69336 -0.12006 3.22002  0.06
H -0.38942 -1.64937 3.75245  0.08
H 1.89897 -1.43928 3.04168  0.11
H 1.14762 -1.07140 5.41323  0.11
H 1.20907 0.65728 5.12279  0.12
H 3.21818 -0.26567 6.29091  0.11
H 3.66274 0.52602 4.79453  0.11
H 3.20926 -2.48965 4.95284  0.12
H 4.75549 -1.76206 5.39797  0.12
H 3.99647 -0.68100 2.90597  0.13
H 4.04312 -1.56580 0.85771  0.09
H 4.20481 -3.26688 0.64881  -0.44
H 4.37087 -4.03744 4.03407  0.10
H 4.25596 -4.65429 2.40892  -0.02
S 3.41200 0.93226 -0.74391  0.66
C 2.64900 0.24763 -2.11227  -1.08
N 1.43797 -0.24969 -2.03099  -0.10
C 0.99446 -0.75382 -3.25030  -0.29
C -0.21570 -1.40012 -3.48847  -0.03
C -0.50989 -1.82613 -4.76846  -0.08
C 0.39042 -1.62981 -5.82027  -0.09
C 1.60777 -1.01462 -5.59223  -0.09
C 1.90033 -0.58776 -4.30118  -0.46
S 3.34229 0.17765 -3.71062  1.06
H -0.91444 -1.54644 -2.67707  0.09
H -1.45489 -2.31935 -4.95689  0.11
H 0.14048 -1.97178 -6.81595  0.10
H 2.32132 -0.87805 -6.39427  0.11
N 0.26437 -3.02521 -0.29104  0.14
C 1.27771 -2.67485 0.53196  -0.62
O 1.67367 -1.47049 0.55018  -0.19
C 1.89915 -3.66043 1.34262  -0.15
I 4.16026 -4.78669 -0.03500  0.43
H -0.36969 -2.27738 -0.56588  0.03
H -0.08955 -3.96340 -0.22987  0.10
H 1.44726 -4.63550 1.43629  0.04
H 2.54946 -3.33327 2.13510  0.00
C 2.01752 4.14389 -1.69388  -0.24
S 0.65612 3.68500 -0.63758  0.93
C 1.45282 3.95827 0.93532  -0.22
O 0.52785 2.19085 -0.80189  -0.66
H 2.27525 5.18195 -1.48442  0.07
H 1.68145 4.04273 -2.72466  0.06
H 2.84764 3.46442 -1.49619  0.01
H 2.41223 3.44188 0.94927  0.06
H 0.79814 3.53398 1.69198  0.05
H 1.55806 5.03519 1.07078  0.07
N -0.95339 -0.27507 -0.29791  -0.27
P -2.21424 0.49694 -0.77186  0.83
C -3.72619 -0.36407 -0.21868  -0.28
C -4.99571 0.20505 -0.31803  -0.09
C -6.10557 -0.46392 0.17116  -0.08
C -5.95482 -1.70688 0.77600  -0.08
C -4.69414 -2.26916 0.89761  -0.07
C -3.58041 -1.59623 0.40725  -0.07
C -2.46511 2.14529 -0.03528  -0.29
C -2.97261 3.23165 -0.73694  -0.09
C -3.21668 4.43553 -0.08346  -0.08
C -2.95439 4.55535 1.27133  -0.08
C -2.44519 3.47115 1.97925  -0.07
C -2.20499 2.27200 1.32957  -0.08
C -2.43887 0.76817 -2.55634  -0.29
C -1.45470 1.47445 -3.25170  -0.09
C -1.54130 1.63757 -4.62396  -0.06
C -2.60806 1.08920 -5.32460  -0.07
C -3.58464 0.37796 -4.64622  -0.07
C -3.49969 0.21436 -3.26814  -0.07
H -5.11637 1.18118 -0.77482  0.11
H -7.08739 -0.01579 0.08842  0.10
H -6.82174 -2.22961 1.15962  0.10
H -4.57406 -3.23057 1.38066  0.11
H -2.58338 -2.00404 0.52388  0.09
H -3.17673 3.14498 -1.79712  0.11
H -3.61324 5.27761 -0.63634  0.11
H -3.14731 5.49205 1.77896  0.10
H -2.24004 3.56352 3.03846  0.11
H -1.79128 1.42585 1.86461  0.09
H -0.60381 1.86921 -2.71057  0.09
H -0.76266 2.17357 -5.15203  0.11
H -2.66892 1.20482 -6.39929  0.11
H -4.41251 -0.06156 -5.18784  0.11
H -4.26089 -0.35824 -2.75684  0.10

Properties
HOMO-LUMO gap (alpha / beta) = 4.9 / 4.9 eV
total charge = 0
lowest unoccupied orbital energy (alpha / beta) = -0.295 / -0.295 eV



--- two ---
This record from OMol25 describes a structure of composition C35H43IN7O4PS3Ti. The level of theory is ωB97M-V/def2-TZVPD.

Each line ends with the Löwdin charge.
Atoms and positions in Å:
Ti 1.08303 0.82363 -1.35121  1.01
N 3.45344 -0.43112 0.53912  0.08
C 3.01311 -1.70369 0.02307  -0.32
C 3.89158 -2.94532 0.32940  -0.12
C 3.21640 -4.04086 1.16787  -0.17
C 2.28178 -4.97953 0.40182  -0.15
N 1.21632 -4.28120 -0.30962  0.10
C 0.04542 -3.92669 0.18310  -0.44
N -0.46637 -4.50764 1.28681  0.21
N -0.69025 -3.01235 -0.44777  0.24
C 2.66631 -1.58728 -1.46967  -0.56
O 2.50518 -2.62343 -2.12526  0.02
O 2.49989 -0.41737 -1.95835  -0.15
H 4.34267 -0.12521 0.16584  0.10
H 3.47025 -0.39994 1.54885  0.08
H 2.03043 -1.87155 0.47440  0.09
H 4.75975 -2.58996 0.88577  0.11
H 4.26631 -3.38172 -0.59917  0.12
H 2.67159 -3.58345 2.00092  0.09
H 3.98928 -4.66849 1.61871  0.12
H 1.86074 -5.73844 1.06354  0.11
H 2.84749 -5.52798 -0.35165  0.13
H 1.55869 -3.75751 -1.13523  0.12
H 0.09190 -5.15253 1.81533  0.10
H -1.20766 -4.03967 1.78197  0.12
H -0.27167 -2.34403 -1.09559  0.08
H -1.55880 -2.70480 -0.03601  0.09
S 1.77052 1.35142 -4.50620  0.60
C 0.33339 2.05541 -3.96440  -1.18
N -0.08656 1.99717 -2.70932  -0.11
C -1.33012 2.61372 -2.52704  -0.32
C -2.00178 2.77448 -1.32510  -0.08
C -3.22941 3.40848 -1.32150  -0.12
C -3.78847 3.89359 -2.50176  -0.10
C -3.11349 3.76695 -3.70289  -0.09
C -1.88443 3.12355 -3.70282  -0.47
S -0.78757 2.85190 -5.02617  1.04
H -1.53432 2.47779 -0.40051  0.07
H -3.73172 3.57890 -0.37842  0.10
H -4.73421 4.41764 -2.47309  0.10
H -3.52068 4.18176 -4.61541  0.11
N 3.80283 2.86022 -2.12103  0.11
C 2.92384 3.20855 -1.10442  -0.52
O 2.00449 2.24028 -0.82879  -0.22
C 2.96315 4.32172 -0.37529  0.06
I -0.89989 6.26963 -1.10335  -0.40
H 3.38013 2.30639 -2.86008  -0.01
H 4.28512 3.66044 -2.50176  0.09
H 3.65942 5.11042 -0.61679  0.06
H 2.23465 4.49863 0.39628  0.03
C 0.52845 -2.06698 -4.54896  -0.24
S -0.58236 -0.89057 -3.80049  0.90
C -2.05830 -1.90388 -3.78119  -0.23
O -0.19038 -0.82713 -2.32309  -0.62
H 0.46590 -3.02344 -4.03299  0.06
H 1.52450 -1.64311 -4.45057  0.03
H 0.25589 -2.15380 -5.60100  0.07
H -2.37027 -2.07416 -4.81132  0.06
H -2.82694 -1.33659 -3.25902  0.05
H -1.86623 -2.84994 -3.27629  0.05
N 0.27957 0.26504 0.17015  -0.27
P -0.54929 0.53624 1.48269  0.85
C 0.23653 -0.07595 3.00524  -0.27
C 0.11872 0.63587 4.19687  -0.06
C 0.67998 0.14100 5.36725  -0.06
C 1.36397 -1.06436 5.35797  -0.07
C 1.48980 -1.77779 4.17254  -0.08
C 0.92782 -1.28360 3.00631  -0.10
C -2.10220 -0.40543 1.37857  -0.29
C -2.71230 -0.50245 0.12726  -0.09
C -3.87915 -1.23849 -0.01981  -0.07
C -4.43575 -1.89254 1.07287  -0.08
C -3.83031 -1.80193 2.31879  -0.08
C -2.66779 -1.05616 2.47306  -0.08
C -0.97602 2.22844 1.84867  -0.35
C -2.26317 2.58826 2.24188  -0.09
C -2.56006 3.92749 2.45619  -0.07
C -1.58904 4.89502 2.25061  -0.10
C -0.30243 4.53206 1.86946  -0.13
C 0.01335 3.19876 1.68627  -0.08
H -0.40157 1.58481 4.20910  0.11
H 0.58840 0.70653 6.28508  0.11
H 1.80621 -1.44501 6.26940  0.11
H 2.03414 -2.71454 4.16277  0.10
H 1.02806 -1.82842 2.07851  0.07
H -2.26361 -0.00459 -0.72446  0.09
H -4.36278 -1.29353 -0.98709  0.11
H -5.34647 -2.46543 0.95458  0.11
H -4.26793 -2.30193 3.17332  0.11
H -2.20169 -0.98270 3.44865  0.11
H -3.03927 1.83982 2.34818  0.10
H -3.56457 4.21685 2.73688  0.11
H -1.83649 5.94404 2.33368  0.10
H 0.42367 5.30213 1.65328  0.07
H 0.99973 2.91114 1.34307  0.09

Properties
HOMO-LUMO gap = 4.9 eV
total charge = 0
lowest unoccupied orbital energy = -0.516 eV



The energy of each structure relative to the most stable one, in kcal/mol, is as follows: one 46.6; two 0.0.



--- one ---
This record from OMol25 describes the ion C6H9NO3P with charge -1. The level of theory is ωB97M-V/def2-TZVPD.

Each line ends with the Löwdin charge.
Atoms and positions in Å:
C 1.27255 1.22229 -0.18354  -0.37
C 0.69079 -0.85386 -0.65100  -0.27
C -0.04915 1.77072 -0.13957  -0.64
C -0.28547 -1.32220 0.31641  -0.32
C -0.65172 -0.15853 1.18000  -0.47
C -1.52306 -1.88700 -0.33829  -0.06
N -1.06254 0.97046 0.45027  0.07
O 1.13180 -1.50030 -1.54298  0.04
O -0.44777 2.93567 -0.27350  -0.05
O 0.38455 0.20193 2.07056  -0.08
P 2.12512 1.43431 -1.71249  0.71
H 0.17530 -2.14470 0.86870  0.16
H -1.47703 -0.48621 1.83909  0.15
H -1.19732 -2.63802 -1.15291  0.11
H -2.01659 -1.15784 -0.78523  0.01
H -2.27694 -2.33800 0.46251  0.12
H -1.70639 1.59504 0.95319  0.14
H 1.07472 0.48195 1.37173  0.03
H 3.43291 1.14280 -1.18762  -0.12
H 2.40623 2.73148 -1.54534  -0.16

Properties
HOMO-LUMO gap = 7.1 eV
total charge = -1
lowest unoccupied orbital energy = 3.643 eV



--- two ---
This record from OMol25 describes the ion C6H9NO3P with charge -1. The level of theory is ωB97M-V/def2-TZVPD.

Each line ends with the Löwdin charge.
Atoms and positions in Å:
C -1.48787 -1.80631 -0.64615  -0.07
C -0.11535 -1.90547 -1.03296  -0.07
C -1.54769 -0.93116 0.40282  -0.34
C 0.58703 -1.20350 -0.10065  -0.30
C -2.75113 -0.28190 1.14275  -0.01
C 2.09927 1.80550 0.04514  -0.18
N 2.38920 0.50767 -0.62755  -0.21
O 3.25787 -2.04549 -0.29660  -0.48
O 2.39484 -0.63972 1.81473  -0.35
O -0.29719 -0.58330 0.73814  0.00
P 2.32597 -0.90937 0.37311  0.36
H -2.27708 -2.27447 -1.11068  0.06
H 0.31891 -2.48804 -1.93160  0.13
H -3.51386 -0.34236 0.33199  0.08
H -2.90536 -0.91074 2.02496  0.07
H -2.39892 0.74808 1.38071  0.08
H 2.77720 1.90916 0.84816  0.03
H 2.13325 2.73935 -0.57974  0.07
H 1.14962 1.58307 0.59319  0.07
H 3.33815 0.53246 -1.02168  0.06

Properties
HOMO-LUMO gap = 7.9 eV
total charge = -1
SMILES = CN[P@@](=O)([O-])c1ccc(C)o1
lowest unoccupied orbital energy = 3.459 eV



The energy of each structure relative to the most stable one, in kcal/mol, is as follows: one 102.8; two 0.0.



--- one ---
This record from OMol25 describes a cluster of 2 separate species, C5H8N4O in total. The level of theory is ωB97M-V/def2-TZVPD.

Each line ends with the Löwdin charge.
Atoms and positions in Å:
N -2.31880 0.52736 -0.55310  0.17
C -1.30934 0.10991 0.24918  -0.44
N -0.22354 0.82931 0.40719  0.10
C 0.87933 -0.08915 0.44326  -0.40
C 1.03101 -0.95186 1.68154  -0.01
C 0.27497 -1.50159 0.51664  -0.19
N -1.12848 -1.22744 0.48119  0.10
C 2.00967 0.23439 -0.41628  -0.11
N 2.93634 0.85334 -0.80646  0.15
H -3.19392 0.02453 -0.53477  0.10
H -2.07806 1.20932 -1.26278  0.11
H 2.02497 -1.36194 1.85756  0.11
H 0.46462 -0.63209 2.55813  0.12
H 0.63952 -2.35705 -0.04981  0.15
H -1.80588 -1.92944 0.21754  0.14
O 0.37193 2.07323 -1.90637  -0.18
H -0.01856 2.00252 -1.00472  -0.02
H 1.44419 2.18665 -1.87794  0.09

Properties
HOMO-LUMO gap = 9.6 eV
total charge = 0
SMILES = N#C[C@]12C[C@H]1NC(N)=N2.O
lowest unoccupied orbital energy = 0.477 eV



--- two ---
This record from OMol25 describes a cluster of 2 separate species, C5H8N4O in total. The level of theory is ωB97M-V/def2-TZVPD.

Each line ends with the Löwdin charge.
Atoms and positions in Å:
C 2.58605 -0.47314 0.18364  -0.26
C -2.70761 -0.02938 0.18482  -0.53
C 3.98726 -0.17434 -0.03833  -0.08
C -2.18392 -1.45503 0.16379  -0.02
C -2.01912 0.85328 -0.80030  -0.12
N -0.14101 1.69049 0.56000  -0.27
N 0.44524 2.08996 1.40954  0.18
N 1.47230 -0.70052 0.12696  0.15
N -0.65803 1.28117 -0.40538  0.05
O -3.33710 0.41290 1.04633  0.14
H 4.55327 -0.47938 -0.90217  0.08
H 4.14571 0.94846 -0.03911  0.11
H 4.56373 -0.48447 0.83039  0.07
H -2.57205 -1.80671 -0.84522  0.10
H -1.03211 -1.51127 0.21677  0.09
H -2.60299 -2.11123 0.91112  0.07
H -2.67142 1.75909 -0.93997  0.14
H -1.82818 0.19013 -1.66288  0.11

Properties
HOMO-LUMO gap = 9.9 eV
total charge = 0
lowest unoccupied orbital energy = 0.711 eV



The energy of each structure relative to the most stable one, in kcal/mol, is as follows: one 0.0; two 34.4.